Density functional theory data (ωB97M-V/def2-TZVPD) for a 6-piece molecular cluster, C17H35IO16PS overall.

- Highest occupied orbital energy: -12.01 eV
- Energy: -79173.925 eV
- Charge: +1
- Maximum force: 0.2 eV/Å
- Multiplicity: 1

Last column: Mulliken charge in e.
Geometry (Å):
O 1.82396 -0.31228 2.26758  -0.393
C 0.84329 -0.67065 1.70358  0.055
I -1.05281 0.18860 2.01446  0.174
C 0.90504 -1.76510 0.62983  -0.391
P 1.84236 -1.08444 -0.75145  0.215
S 2.04011 -2.37542 -2.31942  -0.130
H -0.06993 -2.10365 0.28298  0.458
H 1.47741 -2.60778 1.02908  0.340
H 1.21134 0.08981 -1.16558  0.234
H 3.09700 -0.74017 -0.24969  0.191
H 1.27266 -1.63407 -3.14550  0.239
C 4.29544 1.70011 3.21595  -0.592
O 4.55154 2.63676 4.26147  -0.331
C 4.12636 2.22742 5.46335  0.760
O 3.56349 1.18462 5.68022  -0.558
O 4.42708 3.16155 6.35421  -0.255
C 4.02919 2.85642 7.69913  -0.544
H 4.68287 2.15851 2.30939  0.286
H 4.81039 0.75985 3.40931  0.292
H 3.22757 1.51715 3.12254  0.232
H 4.52247 1.95172 8.04803  0.314
H 2.94995 2.73332 7.76072  0.310
H 4.34332 3.70505 8.29935  0.094
C 0.39286 1.46583 -6.88632  -0.622
O -0.74181 0.73176 -7.35082  -0.325
C -1.11920 -0.28171 -6.57871  0.799
O -0.58845 -0.61273 -5.54173  -0.565
O -2.17195 -0.86112 -7.12989  -0.296
C -2.69680 -1.99056 -6.41802  -0.573
H 0.55928 2.24332 -7.62470  0.220
H 0.18828 1.91112 -5.91395  0.282
H 1.26645 0.81919 -6.82132  0.281
H -3.02502 -1.69989 -5.42219  0.285
H -1.95628 -2.78472 -6.35284  0.323
H -3.54850 -2.34269 -6.99028  0.188
C 6.33473 6.64719 8.11268  -0.602
O 6.58598 7.56151 9.18182  -0.309
C 6.14587 7.13606 10.36686  0.797
O 5.57779 6.09214 10.56935  -0.557
O 6.43804 8.05650 11.27990  -0.327
C 6.01951 7.72745 12.61001  -0.618
H 6.73332 7.11112 7.21587  0.261
H 6.83668 5.69859 8.29604  0.288
H 5.26471 6.47872 8.00191  0.256
H 6.50399 6.81311 12.94678  0.294
H 4.93903 7.60443 12.65015  0.295
H 6.32651 8.56578 13.22704  0.219
C -1.43304 -7.23047 -5.39873  -0.609
O -2.78005 -7.67738 -5.55651  -0.314
C -3.68221 -6.70136 -5.65152  0.816
O -3.44952 -5.51871 -5.60063  -0.538
O -4.88007 -7.25115 -5.80873  -0.317
C -5.95636 -6.31190 -5.92957  -0.611
H -0.83133 -8.13197 -5.33817  0.213
H -1.12542 -6.63055 -6.25372  0.288
H -1.32912 -6.64566 -4.48573  0.268
H -5.81050 -5.67717 -6.80142  0.285
H -6.02682 -5.69488 -5.03574  0.287
H -6.85290 -6.91176 -6.04709  0.227
C -6.67704 -2.17288 -1.50959  -0.654
O -6.13266 -2.21767 -2.83388  -0.241
C -6.59275 -1.25918 -3.64190  0.684
O -7.37431 -0.39852 -3.33586  -0.545
O -6.03753 -1.42196 -4.84306  -0.195
C -6.45986 -0.45916 -5.81761  -0.705
H -6.21966 -3.00156 -0.97751  0.204
H -6.43200 -1.22875 -1.02636  0.292
H -7.75792 -2.29467 -1.53586  0.303
H -6.19277 0.54812 -5.50370  0.334
H -7.53392 -0.51814 -5.97974  0.337
H -5.93143 -0.71002 -6.73270  0.196

***

Density functional theory data (ωB97M-V/def2-TZVPD) for an isolated ion of composition C5H13NO2 and charge +1.

- Highest occupied orbital energy (alpha / beta): -13.84 / -13.79 eV
- Energy: -10969.700 eV
- Charge: +1
- Relative energy (zero: lowest compared OMol25 entry of this formula, charge and spin): 72.01 kcal/mol
- Maximum force: 4.4 eV/Å
- Multiplicity: 2

Last column: Löwdin spin population.
Geometry (Å):
C 0.49432 -1.04277 -2.09282  0.003
C 0.43747 -0.37900 -0.64432  0.072
C 0.37726 1.06706 -0.78581  0.021
C 0.54701 1.94089 0.54382  0.001
O 0.33924 3.20529 -0.06312  0.008
N -0.83064 -0.98107 -0.06989  0.650
C -0.86401 -1.15402 1.34606  0.036
O -0.34894 -2.46518 1.71618  0.128
H 1.39178 -1.04220 -2.70925  0.001
H 0.44927 -2.23705 -1.88772  -0.001
H -0.40315 -0.72114 -2.62682  0.001
H 1.42329 -0.80751 -0.06954  0.041
H -0.50846 1.36064 -1.27615  0.001
H 1.19968 1.53382 -1.39094  0.000
H -0.15419 1.72554 1.39902  0.001
H 1.61472 1.90810 0.90152  0.000
H -0.62246 3.30673 -0.03726  0.000
H -1.01690 -1.94490 -0.49478  0.010
H -1.91592 -1.17588 1.75370  0.023
H -0.36739 -0.38944 1.93640  0.004
H -1.15051 -3.16301 1.56500  0.000

***

Density functional theory data (ωB97M-V/def2-TZVPD) for an isolated ion of composition C9H13N2O3 and charge +1.

- Highest occupied orbital energy: -12.25 eV
- Energy: -18658.176 eV
- SMILES: NC[C@@H](O)Cc1cc(C(=O)O)cc[nH+]1
- Charge: +1
- Relative energy (zero: lowest compared OMol25 entry of this formula, charge and spin): 0.00 kcal/mol
- Maximum force: 3.0 eV/Å
- Multiplicity: 1

Last column: Mulliken charge in e.
Geometry (Å):
N -1.93181 2.71947 0.24646  -0.557
C -1.16659 1.78337 1.08148  -0.709
C -1.84328 0.37094 1.29451  0.185
O -2.78077 0.01806 0.24350  -0.557
C -0.85431 -0.82651 1.58106  -1.273
C 0.45475 -0.83015 0.74009  0.302
C 0.34310 -0.72517 -0.72309  0.102
C 1.55595 -0.68534 -1.56952  0.838
C 1.41062 -0.57112 -3.11937  0.112
O 2.17409 0.03549 -3.80359  -0.390
O 0.28420 -1.20778 -3.68397  -0.445
C 2.86474 -0.74806 -0.86562  -0.537
C 2.86810 -0.88414 0.57797  -0.316
N 1.70932 -0.92059 1.33961  -0.001
H -2.67961 3.18437 0.75643  0.270
H -2.24945 2.30080 -0.62551  0.229
H -0.11440 1.76091 0.68793  0.258
H -1.10106 2.26373 2.10541  0.359
H -2.49121 0.46862 2.22078  0.332
H -2.67573 -0.91553 -0.00050  0.339
H -0.61359 -0.82837 2.68806  0.411
H -1.36943 -1.82135 1.40347  0.404
H -0.68017 -0.68106 -1.16600  0.161
H -0.46616 -0.62622 -3.43828  0.356
H 3.80035 -0.68944 -1.48192  0.432
H 3.83116 -0.92937 1.15073  0.369
H 1.72119 -1.01556 2.35989  0.325

***

Density functional theory data (ωB97M-V/def2-TZVPD) for an isolated ion of composition CH5N4OS and charge -1.

- Highest occupied orbital energy (alpha / beta): -2.12 / -3.14 eV
- Energy: -19957.356 eV
- Charge: -1
- Relative energy (zero: lowest compared OMol25 entry of this formula, charge and spin): 0.00 kcal/mol
- Maximum force: 4.4 eV/Å
- Multiplicity: 3

Last column: Löwdin spin population.
Geometry (Å):
C -0.36182 -0.73556 0.11724  0.060
N 1.24382 0.47439 1.31842  0.467
N -0.03243 -0.45971 -1.25461  0.009
N -1.56954 0.11236 0.52594  0.371
N 0.62490 -0.66003 1.03794  0.308
O -2.67954 -0.46470 0.02181  0.603
S 0.72136 -1.92945 2.11426  0.126
H -0.80315 -1.67301 0.01818  0.004
H 1.77005 0.49935 2.21571  0.036
H -0.85518 -0.17794 -1.84649  0.000
H 0.62816 0.27781 -1.37141  0.000
H -1.64012 0.06557 1.52300  0.016

***

Density functional theory data (ωB97M-V/def2-TZVPD) for C16H14CdF9IN2O as an isolated structure.

- Highest occupied orbital energy: -6.34 eV
- Energy: -58966.907 eV
- Relative energy (zero: lowest compared OMol25 entry of this formula, charge and spin): 39.28 kcal/mol
- Maximum force: 3.2 eV/Å
- Multiplicity: 1

Last column: Mulliken charge in e.
Geometry (Å):
C 0.67196 0.70800 2.29739  -0.589
C -1.14946 0.94521 1.10128  -0.861
H 0.73686 0.04905 3.13960  0.372
H 0.11580 1.63286 2.64323  -0.277
H 1.70744 0.91226 2.18158  0.417
H -2.08795 0.91361 0.44331  0.382
H -1.69794 0.70467 2.08918  0.382
H -0.80930 1.94803 0.71732  0.339
C 2.34240 -1.87046 -0.15790  -0.110
C 3.50628 -2.58706 -0.43007  -0.608
C 3.76513 -2.98452 -1.75199  -0.559
C 2.84093 -2.65710 -2.75736  -0.353
H 2.11112 -1.46163 0.82232  0.356
H 4.16515 -2.83260 0.39878  0.418
H 4.67770 -3.53007 -1.98426  0.423
H 2.95207 -2.95100 -3.79197  0.308
N 1.45658 -1.67512 -1.11794  -0.070
C 1.68902 -1.94685 -2.41742  -0.068
C 0.62916 -1.45280 -3.28726  0.958
N -0.40162 -0.80830 -2.62205  -0.194
C -1.28795 -0.14206 -3.39499  0.021
C -0.38545 -1.03568 -5.45011  -0.367
C -1.33333 -0.22171 -4.79917  -0.570
H -2.04901 0.48254 -2.91194  0.414
H -2.13697 0.30042 -5.34880  0.358
C 0.61704 -1.65710 -4.68095  -0.582
H 1.33476 -2.37102 -5.12782  0.267
H -0.44528 -1.17855 -6.53018  0.428
Cd -0.69911 -1.67538 -0.62727  1.024
I -1.41425 -3.86347 0.44348  -0.332
F -3.07154 3.76014 2.14179  -0.300
C -3.05535 3.07546 3.31574  0.729
F -3.62359 3.86951 4.25779  -0.292
F -3.89138 2.00160 3.13849  -0.310
C -1.67608 2.67718 3.70374  -0.649
O 0.05261 0.10002 1.11609  -0.510
C -0.58202 3.63435 3.32815  0.840
F -0.89450 4.89518 3.74222  -0.337
F 0.61645 3.30224 3.88686  -0.256
F -0.39852 3.68836 1.95975  -0.265
C -1.61187 1.43377 4.53256  0.971
F -2.67836 1.37822 5.38498  -0.328
F -1.65144 0.24081 3.81943  -0.331
F -0.48662 1.39283 5.29961  -0.286

***

Density functional theory data (ωB97M-V/def2-TZVPD) for an isolated ion of composition C5H2O4 and charge -2.

- Highest occupied orbital energy: 1.23 eV
- Energy: -13404.204 eV
- SMILES: O=C1O/C1=C/C=C([O-])[O-]
- Charge: -2
- Relative energy (zero: lowest compared OMol25 entry of this formula, charge and spin): 10.34 kcal/mol
- Maximum force: 1.7 eV/Å
- Multiplicity: 1

Last column: Mulliken charge in e.
Geometry (Å):
O 3.63908 1.01522 0.19442  -0.764
C 2.72493 0.21668 0.04231  0.742
O 2.66786 -1.20232 -0.16809  -0.564
C 1.48858 -0.21214 -0.11529  0.017
C 0.08536 -0.44766 -0.07652  -0.496
C -0.97810 0.40756 0.02945  -0.448
C -2.53158 0.13425 0.04906  0.366
O -2.92752 -1.05028 0.05020  -0.737
O -3.23721 1.16871 0.05850  -0.741
H -0.16591 -1.50518 -0.17179  0.291
H -0.76548 1.47516 0.10775  0.332

***

Density functional theory data (ωB97M-V/def2-TZVPD) for C3H6N2O2 as an isolated structure.

- Highest occupied orbital energy: -10.34 eV
- Energy: -10280.550 eV
- Relative energy (zero: lowest compared OMol25 entry of this formula, charge and spin): 97.95 kcal/mol
- Maximum force: 5.4 eV/Å
- Multiplicity: 1

Last column: Mulliken charge in e.
Geometry (Å):
C -1.33702 -0.39642 0.09457  0.513
C 0.57232 -0.95131 -0.34986  0.376
C 0.36139 1.51844 -0.72494  -0.819
N -0.86895 -1.59266 -0.03442  -0.252
N -0.04298 0.17703 -0.29757  0.005
O -2.37410 0.24182 0.17323  -0.585
O 1.56600 -1.55392 -0.35391  -0.419
H 1.08038 -0.74214 2.36405  0.167
H 1.52102 1.59671 -0.51235  0.288
H 0.22231 1.61594 -1.79586  0.333
H -0.01681 2.41713 -0.27480  0.316
H -1.48167 -2.40410 -0.10944  0.218
H 0.79812 0.07348 1.82131  -0.141

***

Q: The highest multiplicity belongs to which entry?
A: CH5N4OS